116
Properties=species:S:1:pos:R:3:forces:R:3:mulliken_charge:R:1 method="wB97M-V/def2-TZVPD" e_lumo_ha=-0.14483 total_charge=+1 gap_ev=7.92 multiplicity=1 molar_mass_da=664.98 e_tot_ev=-80455.8925
C 4.229283 0.108791 -2.366332 0.037 0.190 -0.414 -1.07
C 3.018330 1.047019 -2.520342 0.317 -0.272 0.307 -0.52
C 2.444741 1.423241 -1.143436 0.120 -0.099 -0.643 -0.85
C 0.968706 1.858304 -1.154303 0.152 0.321 0.270 -1.17
C 0.029366 0.977685 -0.308024 0.967 -0.023 -0.270 -1.34
N -0.791165 0.096263 -1.177885 -0.301 -0.166 0.089 0.13
C -0.116293 -0.788984 -1.930446 -0.383 -0.571 -0.508 0.51
C -0.735687 -1.677451 -2.800499 0.137 0.723 0.157 -0.98
C 0.134964 -2.657094 -3.543009 -0.374 -0.241 0.704 -1.26
C 0.380865 -3.903159 -2.654484 0.183 0.072 -0.062 -0.63
C 1.827327 -4.413328 -2.739423 -0.487 0.048 0.539 -0.91
S 2.886772 -3.605161 -1.493638 0.358 0.403 -0.184 -0.17
C -2.134512 -1.617758 -2.918011 0.076 0.208 0.450 0.46
C -2.902242 -2.558570 -3.803758 -0.112 0.083 0.341 -1.56
C -3.527762 -1.915650 -5.060339 0.369 0.070 0.060 0.54
C -2.848049 -0.647647 -5.538400 -0.229 0.079 0.189 -1.22
Cl -3.452123 -3.129101 -6.375648 -0.166 -0.092 -0.030 -0.20
C -2.847181 -0.687811 -2.129979 0.230 -0.089 -0.030 -1.98
N -4.268537 -0.685247 -2.289699 1.034 0.888 1.212 1.21
C -4.884278 0.631093 -2.611130 -0.414 -0.358 0.078 -1.04
C -5.028006 -1.413597 -1.315602 -0.432 -0.489 -0.478 0.65
C -4.498128 -1.834647 0.030953 0.234 -0.567 -0.257 -1.16
O -6.140966 -1.726577 -1.631771 -0.540 0.294 -0.039 -0.58
C -2.138407 0.144387 -1.245417 -0.274 -0.168 -0.485 1.33
Cl -2.941672 1.264526 -0.242423 -0.150 -0.044 0.016 -0.15
H 5.069797 0.455610 -2.961198 0.110 0.009 -0.028 0.39
H 4.003537 -0.894956 -2.715031 -0.043 -0.183 0.115 0.22
H 4.567370 0.045985 -1.335636 0.032 -0.012 0.121 0.12
H 2.269767 0.562702 -3.149260 -0.169 0.041 -0.030 0.34
H 3.333174 1.944603 -3.045007 -0.155 0.163 -0.100 0.55
H 2.623255 0.574106 -0.483840 -0.246 -0.062 0.201 0.48
H 3.067770 2.230366 -0.766305 0.015 0.048 0.246 0.50
H 0.909234 2.874924 -0.774683 -0.130 0.099 0.071 0.48
H 0.617722 1.912871 -2.182892 -0.168 -0.029 -0.102 0.72
H 0.657377 0.317254 0.284120 -0.158 -0.176 0.197 0.60
H -0.574627 1.547327 0.377337 -0.353 -0.004 -0.112 0.37
H 0.957698 -0.792652 -1.826634 0.108 0.081 0.143 0.65
H -0.372266 -2.942982 -4.455336 0.269 0.011 -0.363 0.71
H 1.093995 -2.199947 -3.771721 0.027 0.181 -0.157 0.62
H -0.327988 -4.693431 -2.896058 -0.044 -0.063 -0.146 0.42
H 0.199504 -3.623714 -1.620658 -0.106 -0.104 0.164 0.46
H 2.242429 -4.191560 -3.715560 0.208 -0.189 -0.127 0.37
H 1.862822 -5.477497 -2.543484 0.107 -0.156 -0.208 0.43
H 2.950486 -4.569287 -0.568060 -0.198 -0.100 -0.098 0.14
H -3.708065 -2.969451 -3.199974 -0.110 -0.151 -0.035 0.38
H -2.277983 -3.395438 -4.084675 0.159 -0.042 -0.107 0.77
H -4.571387 -1.713260 -4.855922 -0.184 -0.075 -0.147 0.29
H -3.077688 0.173931 -4.862380 0.035 0.087 0.166 0.19
H -3.250792 -0.368527 -6.505073 0.108 0.008 -0.194 0.49
H -1.767482 -0.753594 -5.592954 0.108 -0.067 -0.167 0.23
H -5.685800 0.489369 -3.327077 0.044 -0.019 -0.217 0.31
H -4.137548 1.316932 -2.991312 0.136 -0.026 -0.223 0.46
H -5.324305 1.077664 -1.723032 -0.046 0.075 0.080 0.24
H -3.455878 -2.144240 0.010677 0.175 0.214 0.106 0.39
H -4.680798 -1.097221 0.804811 0.146 0.379 -0.075 0.22
H -5.088456 -2.701492 0.306542 -0.060 -0.117 0.042 0.42
C 2.641868 0.244452 5.855397 0.071 0.082 -0.003 -1.17
C 2.469312 1.745945 5.644693 -0.054 -0.085 0.038 -0.41
C 1.367481 2.098689 4.647287 0.014 0.106 -0.004 -0.97
C 1.600550 1.575604 3.230471 -0.074 -0.134 -0.071 -0.22
C 2.891544 2.035295 2.560589 -0.016 0.177 -0.017 0.84
C 2.958750 3.548317 2.369901 0.131 -0.094 -0.056 -1.37
H 2.937405 -0.263213 4.935355 -0.008 -0.015 0.003 0.27
H 3.414615 0.046202 6.598149 -0.011 -0.029 0.006 0.39
H 1.713695 -0.207557 6.210785 -0.009 -0.018 -0.025 0.30
H 3.419485 2.184902 5.328582 -0.007 0.017 -0.012 0.22
H 2.225804 2.210985 6.602419 0.022 0.025 -0.003 0.40
H 1.245716 3.184942 4.621275 0.000 -0.004 -0.017 0.35
H 0.415544 1.700632 5.011833 0.007 -0.014 0.013 0.41
H 0.762548 1.897309 2.597199 -0.045 -0.011 0.055 -0.11
H 1.571301 0.480970 3.242320 -0.001 0.009 -0.009 0.44
H 2.961397 1.555853 1.580680 0.075 -0.048 0.030 -0.57
H 3.765045 1.701096 3.125391 -0.036 -0.054 0.022 0.20
H 2.113917 3.905933 1.774504 -0.023 0.025 0.037 0.25
H 3.875948 3.831994 1.850997 -0.010 0.029 -0.001 0.36
H 2.948091 4.076712 3.323035 -0.028 0.017 -0.002 0.43
C -8.504166 -2.473244 4.402507 0.109 0.079 0.014 -1.18
C -8.590186 -0.954747 4.277237 -0.081 -0.073 0.032 -0.34
C -9.642801 -0.485147 3.274216 0.024 0.061 -0.010 -0.78
C -9.404628 -0.936102 1.832240 0.008 -0.108 0.007 -0.90
C -8.060299 -0.516886 1.241054 -0.022 0.173 -0.088 0.24
C -7.889956 0.999417 1.166474 0.153 -0.099 0.011 -1.15
H -8.212524 -2.941471 3.460720 -0.026 -0.014 -0.004 0.26
H -7.764462 -2.757876 5.152073 -0.019 -0.028 0.007 0.37
H -9.464703 -2.892788 4.706016 -0.012 -0.019 -0.032 0.30
H -7.608441 -0.550968 4.011716 -0.005 0.017 -0.007 0.23
H -8.834891 -0.533860 5.255406 0.025 0.021 0.000 0.37
H -9.705618 0.605890 3.311815 -0.009 -0.002 -0.011 0.30
H -10.623526 -0.850429 3.592010 0.002 -0.009 0.015 0.41
H -10.206821 -0.535466 1.205492 0.012 0.008 -0.018 0.41
H -9.493599 -2.023915 1.769999 -0.008 0.003 0.006 0.34
H -7.968540 -0.926765 0.232223 -0.011 -0.070 0.030 0.22
H -7.239967 -0.948958 1.824236 -0.029 -0.025 0.023 0.05
H -8.675728 1.448911 0.557170 -0.020 0.018 0.021 0.31
H -6.928517 1.261005 0.714238 -0.017 0.035 -0.010 0.20
H -7.919130 1.460955 2.154092 -0.016 0.021 -0.004 0.34
C 6.750630 1.042815 1.491235 0.011 0.207 -0.036 -1.01
C 7.115138 2.069573 0.420455 -0.081 -0.089 -0.007 -0.32
C 7.652863 1.455770 -0.870993 0.003 0.036 -0.046 -0.18
C 8.954798 0.666778 -0.729966 -0.014 -0.041 0.095 -0.92
C 10.124611 1.458847 -0.148467 0.034 0.021 -0.105 -0.46
C 10.537890 2.650959 -1.006932 0.007 -0.015 0.109 -1.20
H 7.617396 0.470115 1.821726 -0.003 -0.028 -0.022 0.40
H 6.337811 1.549308 2.365516 -0.021 -0.081 0.036 0.27
H 5.998138 0.343356 1.117220 0.027 -0.045 0.018 0.15
H 7.833021 2.784908 0.829171 0.012 0.004 -0.019 0.38
H 6.218695 2.647930 0.173036 0.021 0.045 0.020 0.22
H 7.789097 2.252224 -1.608275 0.003 -0.009 -0.003 0.40
H 6.888140 0.790787 -1.284398 0.012 -0.011 -0.008 -0.11
H 9.237846 0.287402 -1.716573 0.012 0.007 -0.003 0.44
H 8.781455 -0.217016 -0.108992 -0.015 0.004 -0.001 0.33
H 10.978637 0.785378 -0.045372 -0.002 -0.002 0.037 0.39
H 9.883783 1.801007 0.861838 -0.011 -0.022 0.009 0.25
H 10.817275 2.328252 -2.011762 -0.025 0.012 -0.019 0.29
H 11.396619 3.161287 -0.569957 0.006 0.013 -0.027 0.39
H 9.734424 3.383784 -1.096987 0.000 0.003 -0.020 0.29